Entry 1
Computed, not measured: the molecule C14H20N2O4, with ωB97M-V/def2-TZVPD.

Results
Structure (SMILES): CC(C)[C@H](N)C(=O)N[C@@H](Cc1ccc(O)cc1)C(=O)O
HOMO-LUMO gap: 9.003 eV

```
40
C14H20N2O4 (ωB97M-V/def2-TZVPD)
C -3.323 -0.640 1.098
C 4.099 1.627 -1.351
C 3.563 0.243 -0.884
O -4.999 2.129 2.649
C -4.365 -0.032 1.732
H 4.298 -0.600 -1.234
H 3.838 2.330 -0.561
H -1.974 -2.534 -2.530
C -0.910 -1.410 1.015
C 1.083 0.901 -1.210
H 0.518 -1.714 -0.477
C -4.055 1.141 2.342
H -0.746 1.049 -0.505
H 3.700 1.824 -2.335
O -1.550 -2.639 -1.608
O 1.270 2.029 -1.467
H -1.394 -2.496 1.101
H -0.139 -1.494 1.743
H -5.779 1.588 2.577
H 2.657 -0.681 0.700
H 1.530 -1.030 -3.435
H 5.230 1.683 -1.497
C -1.702 0.456 2.395
C -0.303 -1.003 -0.377
H 2.801 0.860 0.814
H 2.973 -0.067 -3.529
C 3.436 0.041 0.525
H -2.573 2.331 3.169
H 2.045 -1.089 -0.908
N 0.049 0.398 -0.570
C -2.768 1.355 2.791
H -0.738 0.678 2.726
C 2.175 -0.226 -1.530
O -2.164 -0.500 -1.789
H -5.371 -0.513 1.583
H 4.224 -0.121 1.251
N 2.328 -0.646 -2.915
C -1.448 -1.362 -1.319
H -3.566 -1.439 0.373
C -1.951 -0.428 1.449
```

Atomic partial charges in e from the natural (NBO) method, atoms 1 to 8:
1. C -0.1572
2. C -0.6092
3. C -0.1999
4. O -0.6541
5. C -0.2809
6. H 0.1990
7. H 0.2152
8. H 0.5082

=====

Entry 2
Computed, not measured: the molecule C14H20N2O4, with ωB97M-V/def2-TZVPD.

Results
Structure (SMILES): CC(C)[C@H](N)C(=O)N[C@@H](Cc1ccc(O)cc1)C(=O)O
HOMO-LUMO gap: 8.868 eV

```
40
C14H20N2O4 (ωB97M-V/def2-TZVPD)
C -3.706 -0.417 1.435
C 3.903 -0.005 -0.565
C -5.555 -0.284 -0.240
C 5.310 -0.500 -0.608
C -0.649 1.929 0.286
H -1.165 0.311 -1.383
H 1.447 0.504 -1.135
C -2.811 -0.526 0.343
H 2.910 -2.712 -0.039
C -4.580 -0.384 -1.362
N 0.787 0.088 -0.496
C -5.112 -0.300 1.204
O -1.834 2.572 0.717
O 1.167 -0.158 1.793
H -0.967 -1.545 -0.177
H -7.120 -0.732 -1.284
C 3.108 -0.563 0.545
H -1.044 -0.730 1.522
C -1.342 -0.583 0.449
H -5.683 -0.314 2.080
H 3.370 -0.401 -1.547
H -3.348 -0.537 2.545
H -2.401 -0.651 -1.813
N 3.365 -1.948 0.656
H 4.232 2.169 -1.216
H -2.669 2.076 0.628
C 1.564 -0.181 0.655
H -4.945 -0.177 -2.414
H 2.711 2.086 -0.650
H 4.034 1.957 0.373
C -3.208 -0.493 -1.006
H 5.747 -0.020 0.279
C -0.623 0.504 -0.351
H 3.575 -0.073 1.381
H 5.696 -0.038 -1.470
O -6.910 -0.085 -0.325
O 0.290 2.626 0.494
H 3.221 -2.315 1.587
H 5.503 -1.674 -0.373
C 3.733 1.525 -0.519
```

Atomic partial charges in e from the natural (NBO) method, atoms 1 to 8:
1. C -0.1845
2. C -0.2142
3. C 0.3102
4. C -0.6141
5. C 0.7804
6. H 0.2514
7. H 0.4138
8. C -0.1042

=====

Stability ranking, top entry: entry 1; the second entry is 0.0625 hartree less favorable.

=====

Entry 1
Computed, not measured: a structure of composition C6H8AuLiO6, with ωB97M-V/def2-TZVPD.

Results
HOMO-LUMO gap (spin up / spin down): 7.203 / 7.172 eV
Net charge: +1
Spin multiplicity: 4

```
22
C6H8AuLiO6 (ωB97M-V/def2-TZVPD)
H -0.568 -2.868 -3.050
Au -2.399 0.963 2.015
C 0.695 1.488 2.444
O -1.354 -1.261 -2.059
Li -2.335 0.014 -1.191
H -1.098 -3.286 -1.411
C -0.618 1.070 0.546
H 0.365 2.170 3.237
O 0.061 2.261 0.356
H 1.500 -2.806 -1.927
C 0.120 0.095 -1.515
C 1.202 2.231 1.199
H 2.025 1.690 0.708
H 1.507 3.261 1.407
C 0.731 -2.175 -1.465
H 0.730 -2.258 -0.372
O -0.005 -0.007 -0.133
O 1.039 -0.814 -1.860
H 1.428 0.777 2.840
O -0.445 0.780 1.949
C -0.667 -2.469 -2.021
O -1.913 1.146 0.302
```

Atomic partial charges in e from the natural (NBO) method, atoms 1 to 8:
1. H 0.1974
2. Au 0.6353
3. C -0.1020
4. O -0.6963
5. Li 0.9536
6. H 0.2081
7. C 0.9236
8. H 0.2229

=====

Entry 2
Computed, not measured: a structure of composition C6H8AuLiO6, with ωB97M-V/def2-TZVPD.

Results
HOMO-LUMO gap (spin up / spin down): 7.464 / 7.605 eV
Net charge: +1
Spin multiplicity: 4

```
22
C6H8AuLiO6 (ωB97M-V/def2-TZVPD)
Li -0.680 2.015 -1.737
O 1.930 0.563 0.657
H -2.613 1.450 1.318
C 1.099 0.446 -0.530
C -2.695 -0.592 0.578
O -0.135 -0.004 -0.084
H -3.641 -1.142 0.646
Au 2.180 2.399 0.055
C -1.174 -0.065 -1.084
C 2.292 -1.469 -0.398
O 1.762 -0.513 -1.297
C 2.724 -0.615 0.803
H -2.057 -0.793 1.449
H 1.522 -2.203 -0.117
O -2.036 -1.025 -0.627
H 3.128 -1.982 -0.885
O 1.070 1.637 -1.111
H 3.783 -0.334 0.758
H 2.505 -1.095 1.764
H -3.954 1.152 0.171
O -2.109 1.252 -0.723
C -2.901 0.919 0.395
```

Atomic partial charges in e from the natural (NBO) method, atoms 1 to 8:
1. Li 0.9550
2. O -0.5496
3. H 0.2041
4. C 0.9208
5. C -0.0982
6. O -0.5272
7. H 0.2332
8. Au 0.6337

=====

Stability ranking, top entry: entry 2; the second entry is 0.0200 hartree less favorable.

=====

Entry 1
Computed, not measured: a cluster of 6 separate species, CH13NO6 in total, with ωB97M-V/def2-TZVPD.

Results
Structure (SMILES): NC=O.O.O.O.O.O
HOMO-LUMO gap: 10.507 eV

```
21
CH13NO6 (ωB97M-V/def2-TZVPD)
N -2.521 -0.568 0.797
O 0.386 0.313 -2.862
O 3.165 1.730 -0.325
H -0.208 -0.281 -2.356
H -2.202 -0.920 1.688
H 2.072 -2.227 2.322
O -0.748 -0.532 3.173
H 1.134 0.199 -2.258
O 1.371 -2.726 1.890
H 0.564 -2.318 2.156
O 0.758 2.730 -1.508
H 0.428 3.438 -0.956
H -1.024 0.335 3.463
H 0.200 -0.634 3.103
H -3.349 -0.043 0.713
H 2.241 1.640 -0.577
C -1.743 -0.909 -0.239
H -0.022 2.220 -1.760
H 3.680 1.375 -1.051
O -1.852 -0.549 -1.395
H -0.923 -1.550 0.048
```

Atomic partial charges in e from the natural (NBO) method, atoms 1 to 8:
1. N -0.8108
2. O -0.9483
3. O -0.9592
4. H 0.4870
5. H 0.4175
6. H 0.4695
7. O -0.9708
8. H 0.4503

=====

Entry 2
Computed, not measured: a cluster of 6 separate species, CH13NO6 in total, with ωB97M-V/def2-TZVPD.

Results
Structure (SMILES): NC=O.O.O.O.O.O
HOMO-LUMO gap: 10.478 eV

```
21
CH13NO6 (ωB97M-V/def2-TZVPD)
H 0.454 2.346 2.207
H 2.246 1.181 0.148
O -0.147 1.815 1.663
H -2.050 -2.671 0.295
H -2.499 -0.332 0.963
H -0.309 -0.549 -1.489
H -1.814 -2.674 -1.307
H 2.645 1.366 -2.269
H 0.939 0.014 -0.133
H 1.157 0.230 2.751
O -0.763 -1.249 -1.942
O 2.111 0.270 2.564
O -1.995 -3.180 -0.509
N 1.705 0.579 -0.458
H -3.100 0.403 -0.150
H 2.293 -0.483 3.147
H -0.104 2.419 0.904
O 0.959 0.400 -2.586
C 1.769 0.846 -1.774
H -0.430 -1.171 -2.840
O -3.066 0.439 0.815
```

Atomic partial charges in e from the natural (NBO) method, atoms 1 to 8:
1. H 0.4666
2. H 0.4156
3. O -0.9348
4. H 0.4579
5. H 0.4558
6. H 0.4707
7. H 0.5069
8. H 0.1404

=====

Entry 3
Computed, not measured: a cluster of 6 separate species, CH13NO6 in total, with ωB97M-V/def2-TZVPD.

Results
HOMO-LUMO gap: 4.866 eV

```
21
CH13NO6 (ωB97M-V/def2-TZVPD)
N -1.523 -0.171 -0.915
H -0.348 2.180 -2.012
O 0.424 -1.611 0.997
H 0.411 -1.563 -0.482
H -0.932 1.698 0.598
O 0.965 0.360 2.624
H 0.666 -2.454 1.398
H 1.835 0.765 2.626
H -1.404 -0.565 0.049
O 1.689 0.393 -0.256
H 1.029 -0.201 0.110
H 0.168 0.161 -2.228
H 1.179 1.097 -0.750
H 0.911 -0.363 1.977
O 0.170 -1.748 -1.452
H -0.490 0.797 1.673
O -1.321 1.203 1.343
H -1.663 0.837 -0.877
H -1.119 -1.035 -2.748
C -0.567 -0.632 -1.836
O -0.245 1.706 -1.174
```

Atomic partial charges in e from the natural (NBO) method, atoms 1 to 8:
1. N -0.4700
2. H 0.4642
3. O -1.1194
4. H 0.4972
5. H 0.4723
6. O -0.9972
7. H 0.4801
8. H 0.4815

=====

Stability ranking, top entry: entry 1; the second entry is 0.0230 hartree less favorable.

=====

Entry 1
Computed, not measured: a cluster of 2 separate species, C4H10NO2S in total, with ωB97M-V/def2-TZVPD.

Results
HOMO-LUMO gap (spin up / spin down): 10.267 / 6.991 eV
Spin multiplicity: 2

```
18
C4H10NO2S (ωB97M-V/def2-TZVPD)
H -0.601 -2.861 0.116
H 0.065 0.949 -1.433
H 1.333 -1.061 -0.475
S 0.274 2.900 0.160
H -1.212 2.179 -1.262
C -1.484 0.355 0.139
N -0.495 -1.854 0.181
C 0.775 -1.235 0.458
C -1.596 -1.113 -0.073
H 0.596 -0.403 1.091
C -0.590 1.452 -0.702
H 2.338 1.618 0.214
O -2.628 -1.659 -0.557
H -1.052 0.524 1.155
H -2.415 0.871 0.297
H 2.459 0.449 -0.598
H 1.443 -1.835 1.047
O 2.792 0.724 0.241
```

Atomic partial charges in e from the natural (NBO) method, atoms 1 to 8:
1. H 0.4137
2. H 0.2134
3. H 0.1737
4. S 0.0801
5. H 0.2460
6. C -0.5299
7. N -0.6015
8. C -0.4105

=====

Entry 2
Computed, not measured: a cluster of 2 separate species, C4H10NO2S in total, with ωB97M-V/def2-TZVPD.

Results
HOMO-LUMO gap (spin up / spin down): 6.473 / 6.707 eV
Spin multiplicity: 2

```
18
C4H10NO2S (ωB97M-V/def2-TZVPD)
H -2.169 0.952 -3.733
H -1.389 0.471 2.537
H 0.813 -1.422 -2.209
H -0.972 -1.110 2.096
O -1.363 1.079 -3.204
S 0.881 -2.423 -0.007
H 0.058 1.820 0.100
C -0.532 -0.173 2.468
C 0.343 -1.303 -1.237
O 1.074 1.565 2.082
N -0.095 0.815 0.174
H 1.223 -0.272 1.274
C 0.576 0.239 -0.980
H 0.119 -0.455 3.288
H 0.103 0.710 -1.856
C 0.478 0.515 1.560
H 1.675 0.338 -0.956
H -0.821 -1.346 -1.398
```

Atomic partial charges in e from the natural (NBO) method, atoms 1 to 8:
1. H 0.4193
2. H 0.2270
3. H 0.2409
4. H 0.2158
5. O -0.4118
6. S 0.1636
7. H 0.3709
8. C -0.6299

=====

Stability ranking, top entry: entry 1; the second entry is 0.1675 hartree less favorable.

=====

Entry 1
Computed, not measured: a structure of composition C3H5N2O, with ωB97M-V/def2-TZVPD.

Results
HOMO-LUMO gap (spin up / spin down): 8.826 / 8.825 eV
Net charge: +1

```
11
C3H5N2O (ωB97M-V/def2-TZVPD)
N 0.769 0.766 -0.021
H -2.382 1.529 -0.062
H 2.932 1.110 -0.703
N -0.258 1.764 0.113
H 0.439 -1.405 -0.739
O 2.522 0.542 -0.057
C -1.388 1.111 0.075
C 0.151 -0.530 -0.093
H 0.708 -0.819 0.885
H -2.144 -0.865 0.196
C -1.291 -0.245 0.020
```

Atomic partial charges in e from the natural (NBO) method, atoms 1 to 8:
1. N 0.1140
2. H 0.2773
3. H 0.5047
4. N -0.0104
5. H 0.3504
6. O -0.3816
7. C -0.0845
8. C -0.4002

=====

Entry 2
Computed, not measured: the ion C3H5N2O with charge +1, with ωB97M-V/def2-TZVPD.

Results
Structure (SMILES): C[N+](=O)C=C=N
HOMO-LUMO gap: 9.251 eV
Net charge: +1

```
11
C3H5N2O (ωB97M-V/def2-TZVPD)
O -0.767 -1.274 -0.810
C 0.076 0.639 -0.017
H 1.473 -1.489 1.020
H -0.852 2.826 -2.609
H 0.608 1.195 0.766
H -0.154 -2.416 1.159
C 0.308 -1.495 1.210
N -0.166 -0.668 0.039
C -0.249 1.451 -1.078
N -0.554 2.236 -1.864
H 0.277 -1.006 2.183
```

Atomic partial charges in e from the natural (NBO) method, atoms 1 to 8:
1. O -0.2728
2. C -0.3109
3. H 0.2555
4. H 0.4962
5. H 0.2867
6. H 0.2589
7. C -0.4444
8. N 0.2711

=====

Entry 3
Computed, not measured: the ion C3H5N2O with charge +1, with ωB97M-V/def2-TZVPD.

Results
HOMO-LUMO gap (spin up / spin down): 8.823 / 8.824 eV
Net charge: +1

```
11
C3H5N2O (ωB97M-V/def2-TZVPD)
H 0.000 -1.728 -1.127
H -0.402 0.140 1.274
H 0.847 -1.844 0.433
N 1.439 1.186 -0.143
C -2.030 -0.045 0.072
H 1.236 2.104 -0.663
N 0.428 0.219 -0.628
O -3.128 0.281 -0.011
C -0.692 -0.291 0.350
H 1.959 1.138 0.775
C 0.344 -1.160 -0.332
```

Atomic partial charges in e from the natural (NBO) method, atoms 1 to 8:
1. H 0.2441
2. H 0.3044
3. H 0.2594
4. N -0.6536
5. C 0.9274
6. H 0.4285
7. N -0.1117
8. O -0.2351

=====

Stability ranking, top entry: entry 2; the second entry is 0.0290 hartree less favorable.

=====

Entry 1
Computed, not measured: a cluster of 2 separate species, C5H17N2O in total, with ωB97M-V/def2-TZVPD.

Results
HOMO-LUMO gap: 9.086 eV
Net charge: +1

```
25
C5H17N2O (ωB97M-V/def2-TZVPD)
O 0.483 -4.286 -0.526
H 1.168 1.222 2.962
N -1.695 0.715 -0.074
H 1.911 2.006 -1.129
H -1.123 -1.084 -1.055
N 0.919 0.745 2.023
H -0.318 -0.970 0.351
H 2.784 0.606 0.930
H -3.732 1.153 -0.493
H -2.948 0.433 -1.817
H 0.669 -4.386 -1.491
H -3.409 -0.499 -0.386
C 1.909 1.293 0.946
H 1.420 -0.474 -0.998
H 1.049 -0.232 2.298
H 0.004 0.957 1.644
C -2.983 0.416 -0.743
C 0.595 0.285 -1.029
H 0.361 2.219 -0.328
H -1.796 0.679 0.939
H 1.271 -4.733 -0.197
C -0.660 -0.270 -0.440
H 2.384 2.222 1.147
H 0.507 0.455 -2.144
C 1.228 1.528 -0.389
```

Atomic partial charges in e from the natural (NBO) method, atoms 1 to 8:
1. O -0.9387
2. H 0.4583
3. N -0.6482
4. H 0.2651
5. H 0.2359
6. N -0.7078
7. H 0.1724
8. H 0.2291

=====

Entry 2
Computed, not measured: a cluster of 3 separate species, C5H17N2O in total, with ωB97M-V/def2-TZVPD.

Results
HOMO-LUMO gap: 5.226 eV
Net charge: +1

```
25
C5H17N2O (ωB97M-V/def2-TZVPD)
N -1.229 -0.457 2.162
C -0.982 0.173 -1.899
H 0.114 1.586 2.798
H -1.904 -0.774 1.470
C -0.128 0.488 0.300
N -0.745 -0.334 -0.615
H -1.515 1.131 -1.818
H 1.706 1.217 2.137
H -0.764 1.394 0.470
H 1.068 0.314 3.529
H 0.683 -1.103 1.484
H 1.494 -2.948 -2.399
C 0.098 -0.193 1.654
H 0.752 4.296 -0.923
C 0.800 -3.159 -1.590
H -0.080 3.905 -2.136
H 0.807 0.911 -0.105
O 0.106 3.642 -1.226
C 0.812 0.779 2.582
H -1.247 -1.054 2.980
H 0.580 -2.266 -1.011
H -0.032 0.438 -2.385
H -1.504 -0.557 -2.513
H -0.129 -3.527 -2.020
H 1.238 -3.901 -0.926
```

Atomic partial charges in e from the natural (NBO) method, atoms 1 to 8:
1. N -0.8025
2. C -0.5372
3. H 0.2271
4. H 0.3732
5. C -0.3875
6. N 0.1818
7. H 0.3073
8. H 0.2179

=====

Stability ranking, top entry: entry 1; the second entry is 0.0985 hartree less favorable.